[1]
ORCA calculation (the ωB97M-V functional and the def2-TZVPD basis) on a single C4H8ClF molecule in a non-equilibrium geometry.

Net charge: 0
Orbital gap (eV): 11.625
Energy relative to the best compared isomer or geometry (same formula, charge and spin) (kcal per mole): 24.8
Structure (SMILES): C[C@@H](F)CCCl

Atoms and positions in Å:
C  -0.760  -2.031  -0.223
C  -1.009  -0.510  -0.322
F  -2.390  -0.180  -0.605
C  -0.519  0.266  0.935
C  1.105  0.261  1.028
Cl  1.746  1.152  -0.410
H  -1.628  -2.461  0.338
H  -0.565  -2.495  -1.273
H  0.117  -2.141  0.363
H  -0.324  0.062  -1.021
H  -0.795  -0.228  1.918
H  -0.748  1.281  0.673
H  1.458  -0.791  1.006
H  1.421  0.890  1.892


[2]
ORCA calculation (the ωB97M-V functional and the def2-TZVPD basis) on a 13-piece molecular cluster, C54H141N7O12 overall in a non-equilibrium geometry.

Net charge: 0
Orbital gap (eV): 8.044
Energy relative to the best compared isomer or geometry (same formula, charge and spin) (kcal per mole): 0.0

Atoms and positions in Å:
C  -0.886  -2.357  5.461
C  -2.183  -1.848  4.843
O  -2.428  -0.562  5.336
O  -0.975  -3.760  5.105
H  -1.040  -2.190  6.508
H  -0.017  -1.861  5.008
H  -2.970  -2.574  5.180
H  -2.217  -2.012  3.708
H  -1.769  0.036  4.944
H  -0.616  -4.330  5.834
C  1.490  0.735  5.274
C  0.443  1.805  5.235
O  -0.632  1.434  4.340
O  2.108  0.617  3.962
H  1.137  -0.184  5.636
H  2.305  1.112  5.920
H  0.838  2.746  4.927
H  -0.037  1.907  6.240
H  -1.439  2.037  4.309
H  2.864  0.041  4.108
C  0.697  3.812  0.588
C  1.473  3.485  1.867
O  1.403  4.665  2.695
O  1.403  4.862  -0.116
H  -0.230  4.201  0.992
H  0.649  2.961  -0.127
H  2.578  3.260  1.659
H  1.126  2.661  2.458
H  2.219  4.875  3.172
H  1.561  5.518  0.547
C  2.652  3.674  -3.019
C  2.432  2.252  -3.444
O  3.562  1.451  -3.244
O  3.209  3.585  -1.706
H  1.672  4.127  -2.976
H  3.205  4.363  -3.647
H  2.269  2.200  -4.530
H  1.599  1.784  -2.870
H  3.757  1.442  -2.303
H  2.707  4.185  -1.120
C  0.574  0.034  0.219
C  -0.688  0.405  0.906
O  -0.741  -0.150  2.212
O  1.744  0.526  0.938
H  0.590  0.463  -0.844
H  0.609  -1.033  0.068
H  -1.547  0.002  0.284
H  -0.812  1.521  1.033
H  -0.505  0.457  2.931
H  1.742  0.309  1.874
C  -1.642  -2.018  -2.903
C  -1.022  -0.866  -3.697
O  0.265  -0.591  -3.204
O  -2.818  -2.516  -3.612
H  -1.910  -1.879  -1.837
H  -0.862  -2.850  -2.831
H  -1.645  0.031  -3.522
H  -1.056  -1.186  -4.751
H  0.966  -1.007  -3.710
H  -3.576  -1.997  -3.293
C  2.363  -2.790  3.203
C  3.140  -2.585  4.576
N  4.040  -1.431  4.559
C  4.590  -1.105  5.913
C  5.117  0.347  6.070
C  5.132  -1.518  3.556
C  5.952  -2.784  3.759
H  1.793  -1.844  3.027
H  1.814  -3.710  3.260
H  3.082  -2.899  2.403
H  2.464  -2.402  5.441
H  3.710  -3.446  4.886
H  3.798  -1.201  6.566
H  5.342  -1.755  6.321
H  4.361  1.091  5.744
H  5.303  0.638  7.125
H  6.000  0.584  5.495
H  5.727  -0.567  3.790
H  4.674  -1.442  2.581
H  6.403  -2.691  4.731
H  6.743  -2.895  3.017
H  5.405  -3.670  3.558
C  -7.783  -1.907  -3.212
C  -6.339  -2.371  -3.358
N  -5.326  -1.322  -3.088
C  -5.234  -0.874  -1.719
C  -4.763  -2.071  -0.822
C  -5.327  -0.270  -4.074
C  -5.127  -0.813  -5.519
H  -8.088  -1.238  -4.021
H  -7.975  -1.377  -2.235
H  -8.530  -2.778  -3.147
H  -6.105  -3.236  -2.759
H  -6.084  -2.713  -4.345
H  -4.462  -0.092  -1.696
H  -6.151  -0.539  -1.255
H  -4.552  -1.698  0.195
H  -5.569  -2.826  -0.767
H  -3.846  -2.515  -1.208
H  -4.547  0.459  -3.769
H  -6.186  0.312  -4.077
H  -6.066  -1.307  -5.767
H  -4.349  -1.576  -5.532
H  -4.898  -0.043  -6.287
C  -3.062  3.186  6.556
C  -3.080  3.986  5.263
N  -2.941  3.177  4.074
C  -4.103  2.486  3.605
C  -3.803  1.490  2.518
C  -2.306  4.049  2.985
C  -3.085  5.182  2.441
H  -3.076  3.877  7.366
H  -2.235  2.422  6.674
H  -3.868  2.503  6.605
H  -3.924  4.622  5.194
H  -2.253  4.715  5.223
H  -4.494  1.937  4.444
H  -4.953  3.212  3.300
H  -4.591  0.736  2.415
H  -3.799  2.018  1.576
H  -2.807  1.105  2.583
H  -1.974  3.323  2.247
H  -1.383  4.481  3.426
H  -2.470  5.717  1.734
H  -3.359  5.958  3.186
H  -4.030  4.868  1.950
C  -4.805  3.301  -1.050
C  -4.348  4.225  -2.121
N  -2.919  4.161  -2.406
C  -1.927  4.746  -1.463
C  -1.994  6.277  -1.328
C  -2.471  2.813  -2.873
C  -0.983  2.809  -3.292
H  -4.977  2.273  -1.378
H  -5.823  3.600  -0.705
H  -4.147  3.353  -0.132
H  -4.839  3.977  -3.076
H  -4.579  5.327  -1.915
H  -1.899  4.349  -0.406
H  -0.979  4.611  -1.893
H  -1.565  6.773  -2.201
H  -2.993  6.670  -1.115
H  -1.347  6.568  -0.444
H  -3.072  2.542  -3.735
H  -2.463  1.960  -2.137
H  -0.871  1.998  -4.011
H  -0.356  2.623  -2.417
H  -0.669  3.763  -3.790
C  1.388  -0.096  -6.614
C  1.448  -1.634  -6.402
N  2.087  -1.968  -5.089
C  2.186  -3.446  -4.897
C  2.694  -3.703  -3.485
C  3.332  -1.229  -4.783
C  4.579  -1.487  -5.747
H  0.866  0.382  -5.810
H  0.915  0.099  -7.598
H  2.353  0.330  -6.685
H  0.528  -2.218  -6.472
H  2.123  -2.046  -7.179
H  1.264  -3.826  -5.191
H  2.908  -3.852  -5.625
H  1.950  -3.154  -2.787
H  2.577  -4.758  -3.198
H  3.713  -3.360  -3.261
H  3.670  -1.349  -3.728
H  2.992  -0.186  -4.780
H  5.355  -0.827  -5.430
H  4.348  -1.235  -6.783
H  5.111  -2.451  -5.735
C  0.692  -3.964  -0.077
C  -0.722  -4.066  0.521
N  -1.447  -5.232  0.019
C  -2.392  -5.856  0.953
C  -3.620  -5.055  1.313
C  -1.951  -5.077  -1.315
C  -2.384  -6.374  -2.014
H  1.312  -3.275  0.469
H  0.678  -3.664  -1.120
H  1.227  -4.891  -0.021
H  -0.648  -4.171  1.598
H  -1.254  -3.140  0.364
H  -2.766  -6.820  0.577
H  -1.826  -6.076  1.881
H  -4.372  -4.926  0.515
H  -4.116  -5.501  2.182
H  -3.371  -3.965  1.537
H  -1.060  -4.690  -1.807
H  -2.717  -4.254  -1.391
H  -3.159  -6.890  -1.471
H  -1.486  -6.995  -2.148
H  -2.831  -6.041  -2.928
C  5.225  2.474  0.780
C  5.110  0.961  0.517
N  5.374  0.530  -0.851
C  6.678  0.843  -1.318
C  6.863  0.751  -2.827
C  5.120  -0.919  -1.024
C  3.745  -1.387  -0.581
H  6.142  2.958  0.392
H  5.268  2.573  1.877
H  4.386  2.985  0.241
H  5.789  0.407  1.220
H  4.081  0.654  0.747
H  6.710  1.898  -1.121
H  7.432  0.422  -0.686
H  7.798  1.249  -3.125
H  6.896  -0.248  -3.257
H  6.040  1.275  -3.333
H  5.833  -1.482  -0.420
H  5.326  -1.151  -2.055
H  3.039  -0.623  -0.794
H  3.747  -1.474  0.525
H  3.613  -2.464  -0.877


[3]
ORCA calculation (the ωB97M-V functional and the def2-TZVPD basis) on a 2-piece molecular cluster, C6H16N2OS overall in a non-equilibrium geometry.

Net charge: 0
Orbital gap (eV): 8.878
Energy relative to the best compared isomer or geometry (same formula, charge and spin) (kcal per mole): 0.0

Atoms and positions in Å:
C  -3.475  -0.545  0.237
C  0.766  -1.321  1.754
C  0.314  -1.859  -0.678
C  3.187  1.798  0.067
C  1.273  0.268  -0.132
C  0.671  -1.016  0.310
N  -2.877  0.923  -1.865
N  2.603  0.453  0.330
O  -1.797  1.490  0.295
S  -1.949  0.356  -0.579
H  -3.878  -1.256  -0.484
H  -3.190  -1.059  1.095
H  0.440  -2.365  1.966
H  0.155  -0.647  2.345
H  1.788  -1.212  1.962
H  -4.118  0.267  0.539
H  -0.015  -2.841  -0.397
H  0.532  -1.708  -1.655
H  4.106  1.873  0.605
H  3.321  2.084  -0.924
H  2.507  2.635  0.467
H  1.111  0.456  -1.254
H  0.802  1.087  0.498
H  -2.713  0.378  -2.691
H  -2.956  1.876  -1.961
H  3.393  -0.114  0.151


[4]
ORCA calculation (the ωB97M-V functional and the def2-TZVPD basis) on a 4-piece molecular cluster, C22H53BCl2N3O3 overall in a non-equilibrium geometry.

Net charge: -1
Orbital gap (eV): 6.765

Atoms and positions in Å:
C  3.748  0.021  2.622
C  4.238  -0.290  1.167
C  3.123  -0.904  0.272
C  2.485  0.046  -0.784
C  2.349  1.530  -0.381
C  1.519  1.874  0.895
C  0.541  0.819  1.462
B  -1.066  1.289  1.439
C  -1.938  -0.089  1.520
Cl  -2.184  -0.849  3.129
C  -2.467  -0.712  0.486
C  -3.247  -2.020  0.646
Cl  -2.279  -0.076  -1.159
H  3.840  1.104  2.772
H  4.387  -0.460  3.379
H  2.730  -0.336  2.791
H  5.001  -1.078  1.284
H  4.742  0.565  0.706
H  3.601  -1.713  -0.303
H  2.334  -1.398  0.852
H  1.478  -0.306  -1.061
H  3.072  -0.002  -1.716
H  3.377  1.909  -0.225
H  1.968  2.120  -1.231
H  0.932  2.783  0.671
H  2.213  2.189  1.688
H  0.577  -0.187  1.019
H  0.772  0.689  2.536
H  -1.223  1.891  0.406
H  -1.276  2.017  2.386
H  -4.026  -1.937  1.403
H  -2.517  -2.774  0.984
H  -3.621  -2.377  -0.318
C  -7.262  -2.111  0.244
C  -6.803  -3.511  -0.149
C  -7.927  -4.561  -0.113
O  -8.286  -5.002  1.186
C  -9.176  -4.147  1.879
N  -5.671  -3.890  0.699
H  -7.396  -2.004  1.321
H  -6.518  -1.372  -0.056
H  -8.205  -1.853  -0.244
H  -6.449  -3.457  -1.183
H  -7.567  -5.455  -0.632
H  -8.814  -4.216  -0.661
H  -9.891  -3.668  1.204
H  -8.625  -3.390  2.442
H  -9.728  -4.755  2.597
H  -5.297  -4.778  0.374
H  -6.038  -4.107  1.623
C  3.207  8.261  1.229
C  3.718  6.882  0.820
C  2.640  5.786  0.862
O  2.326  5.330  2.165
C  1.411  6.146  2.870
N  4.875  6.538  1.652
H  3.082  8.353  2.308
H  3.917  9.032  0.924
H  2.249  8.483  0.753
H  4.056  6.959  -0.218
H  3.028  4.911  0.332
H  1.731  6.093  0.329
H  0.664  6.590  2.206
H  1.937  6.929  3.423
H  0.899  5.516  3.597
H  5.274  5.667  1.313
H  4.521  6.298  2.576
C  2.581  -4.258  -5.202
C  2.740  -2.757  -4.976
C  3.613  -2.407  -3.760
O  2.973  -2.566  -2.511
C  2.958  -3.889  -2.012
N  1.410  -2.148  -4.886
H  1.879  -4.711  -4.503
H  2.198  -4.449  -6.206
H  3.540  -4.775  -5.108
H  3.242  -2.349  -5.859
H  3.863  -1.343  -3.823
H  4.566  -2.954  -3.778
H  3.869  -4.436  -2.276
H  2.077  -4.428  -2.369
H  2.889  -3.832  -0.925
H  1.513  -1.138  -4.835
H  1.020  -2.395  -3.978